ORCA calculation (the ωB97M-V functional and the def2-TZVPD basis) on a structure of composition C41H57BrHgI2N7O2PS2Sb.

```
! wB97M-V def2-TZVPD RIJCOSX def2/J DEFGRID3
* xyz -2 2
Hg 0.98867 -0.24131 0.25107
C 1.13809 2.96036 4.84164
C 1.46895 1.70754 5.33571
C 1.85552 0.68331 4.48850
C 1.89977 0.90474 3.10920
C 1.56156 2.16697 2.61636
C 1.19510 3.18590 3.46904
N 2.28191 -0.07210 2.19522
N 2.60186 -1.23960 2.73187
C 3.18385 -2.09963 1.83849
C 3.08257 -3.47495 2.12048
C 3.52154 -4.41880 1.22494
C 4.09898 -4.02298 0.01818
C 4.27273 -2.66974 -0.22507
C 3.84476 -1.68287 0.66589
H 0.85367 3.75783 5.51503
H 1.43735 1.52457 6.40441
H 2.12592 -0.29021 4.87094
H 1.62724 2.33838 1.54848
H 0.97125 4.16225 3.06390
H 2.60210 -3.76334 3.04872
H 3.40257 -5.47329 1.44993
H 4.43375 -4.75890 -0.70326
H 4.77590 -2.36531 -1.13821
I 4.62982 2.98903 0.56809
I 4.44431 6.53028 0.61017
C 6.91585 -0.41484 0.10075
Sb 4.89608 0.22566 0.48134
C 4.39539 0.35335 -1.64380
C 5.29722 0.26360 2.60539
H 7.56289 0.45790 0.17264
H 7.00534 -0.85528 -0.88736
H 7.19582 -1.13947 0.86086
H 5.34952 0.47815 -2.15854
H 3.79080 1.24269 -1.80052
H 3.87878 -0.52638 -2.00885
H 6.19830 0.87475 2.68036
H 5.47773 -0.75362 2.94342
H 4.48653 0.72333 3.16139
Br -0.88427 -6.97107 -0.00530
C -0.35819 -5.14691 0.00839
C 0.11213 -4.55996 -1.15068
C 0.48979 -3.22693 -1.08619
N 0.39890 -2.51899 0.03780
C -0.04664 -3.10176 1.14915
C -0.44792 -4.42508 1.18725
H 0.19014 -5.09297 -2.08527
H 0.84968 -2.70759 -1.96351
H -0.09229 -2.47442 2.03265
H -0.80533 -4.86772 2.10379
C -1.62577 3.34148 0.47849
C -2.71822 2.31409 0.14190
C -4.08975 2.96404 0.34946
C -2.56525 1.99845 -1.35284
P -2.33791 0.71020 1.10942
N -0.83729 0.44308 1.15824
C -3.38516 -0.68184 0.32779
C -3.38082 -1.86743 1.30339
C -2.68247 -1.16246 -0.94576
C -4.84195 -0.36328 -0.01664
C -2.93504 0.94396 2.89549
C -4.44248 0.93430 3.15164
C -2.35982 2.27754 3.39670
C -2.26972 -0.13775 3.75628
H -1.43621 3.96508 -0.39640
H -0.69951 2.84385 0.75369
H -1.91716 3.99973 1.29565
H -4.17877 3.82500 -0.32090
H -4.22131 3.33679 1.36316
H -4.91794 2.29488 0.12565
H -2.55246 2.94132 -1.90368
H -3.38870 1.40406 -1.74503
H -1.62962 1.48100 -1.56082
H -2.37958 -2.06439 1.68484
H -3.72269 -2.75945 0.77275
H -4.04788 -1.71151 2.15021
H -1.59740 -1.15212 -0.84216
H -2.94211 -0.56010 -1.80959
H -2.99105 -2.19181 -1.15214
H -5.41087 0.01228 0.83100
H -5.33270 -1.28189 -0.35621
H -4.92375 0.35886 -0.82650
H -4.98410 1.64827 2.53657
H -4.62391 1.20561 4.19693
H -4.88413 -0.04887 2.99677
H -2.86732 3.14122 2.97809
H -1.29358 2.35985 3.18309
H -2.48807 2.31627 4.48199
H -2.77063 -1.10072 3.68403
H -2.30554 0.17735 4.80098
H -1.22812 -0.25241 3.45970
N -4.21689 0.67843 -6.58356
C -2.95468 0.25790 -6.14544
C -2.84472 -0.74714 -5.18283
C -1.60205 -1.17749 -4.76658
C -0.44907 -0.61386 -5.29394
C -0.55086 0.37198 -6.25793
C -1.79742 0.80238 -6.68808
S 1.12714 -1.14585 -4.66455
O 2.11687 -0.48484 -5.48821
O 1.10794 -2.59335 -4.66510
N 1.14262 -0.68473 -3.15814
C 1.30018 0.59933 -2.86658
S 1.61719 1.87548 -4.00191
C 1.69450 3.02063 -2.71374
C 1.51987 2.39066 -1.53572
N 1.29290 1.04183 -1.62245
H -4.94450 0.54475 -5.89690
H -4.22708 1.62348 -6.93902
H -3.74066 -1.18367 -4.75798
H -1.51367 -1.94953 -4.01853
H 0.35336 0.80243 -6.66047
H -1.87297 1.57869 -7.43843
H 1.92796 4.05476 -2.87718
H 1.56476 2.86057 -0.56679
*
```

Computed properties:
Highest occupied orbital energy (alpha / beta) = -1.676 / -1.675 eV
E_LUMO (alpha / beta) = 3.184 / 3.184 eV